No. 1
Computed, not measured: a molecular structure, C29H28F3N4O3S2Ti, with ωB97M-V/def2-TZVPD.

Summary:
E_HOMO: -10.462 eV
energy above the lowest of the compared OMol25 structures with the same formula, charge and spin: 0.0 kcal per mole
net charge: +1

Geometry (Å):
Ti1 0.63006 0.14415 -0.57987
N1 2.57560 1.13012 -1.62076
N2 2.42065 1.78326 -2.84728
C1 1.27308 1.65250 -3.52564
N3 1.14489 2.33350 -4.65878
S1 0.03543 0.61776 -2.98877
H1 2.79182 1.82078 -0.90784
H2 3.32493 0.44664 -1.68833
H3 3.11231 2.46841 -3.11333
H4 1.86388 2.93704 -5.02318
H5 0.27715 2.26876 -5.16400
O1 1.77697 -1.62551 -1.17955
C2 2.39945 -2.37948 -0.12720
C3 2.96545 -1.37300 0.82525
C4 3.99310 -1.67422 1.70115
C5 4.45048 -0.68749 2.55702
C6 3.87514 0.57416 2.50239
C7 2.85119 0.79463 1.60689
N4 2.39940 -0.16147 0.77956
H6 1.19931 -2.22912 -1.69729
H7 3.18259 -3.01328 -0.54282
H8 1.65089 -3.00198 0.36958
H9 4.42288 -2.66683 1.70707
H10 5.24862 -0.89794 3.25620
H11 4.19708 1.37456 3.15314
H12 2.34487 1.74995 1.56207
O2 -0.32409 5.38669 5.76844
C8 0.74921 5.09244 5.00932
O3 1.85519 5.33303 5.39987
C9 0.48949 4.45177 3.67769
C10 -0.64970 3.70592 3.39492
C11 -0.80001 3.08557 2.16462
C12 0.19434 3.20333 1.20070
S2 0.02666 2.44668 -0.39903
C13 1.31705 3.98696 1.46982
C14 1.47182 4.59170 2.70402
H13 -1.14307 5.25462 5.27725
H14 -1.42013 3.55747 4.14307
H15 -1.67593 2.48517 1.96282
H16 2.06962 4.12706 0.70217
H17 2.34993 5.18065 2.93337
F1 0.05453 -1.52488 1.61610
C15 -0.24097 -0.18015 1.41318
F2 0.33901 0.44193 2.47753
F3 -1.56032 -0.05920 1.63555
C16 -6.23040 -1.90896 -1.55396
C17 -5.18620 -2.60516 -2.14666
C18 -3.88018 -2.16084 -2.01491
C19 -3.59675 -1.00223 -1.28817
C20 -4.66059 -0.29846 -0.71867
C21 -5.96416 -0.75025 -0.83906
C22 -2.24387 -0.44973 -1.08264
C23 -1.05416 -1.06679 -1.08260
C24 -0.88888 -2.51668 -1.34546
C25 -0.43321 -2.97622 -2.58978
C26 -0.24463 -4.33587 -2.82410
C27 -0.51103 -5.25704 -1.82395
C28 -0.97392 -4.81340 -0.59057
C29 -1.15440 -3.46045 -0.34805
H18 -7.24756 -2.26328 -1.65740
H19 -5.38985 -3.50059 -2.71959
H20 -3.08704 -2.71353 -2.49679
H21 -4.45442 0.61120 -0.16626
H22 -6.77215 -0.19529 -0.38083
H23 -2.25829 0.61049 -0.84179
H24 -0.26994 -2.26378 -3.39200
H25 0.09343 -4.66982 -3.79680
H26 -0.37323 -6.31451 -2.00625
H27 -1.20295 -5.52847 0.18932
H28 -1.52543 -3.12304 0.60992

=====

No. 2
Computed, not measured: a molecular structure, C29H28IN8O2Ti, with ωB97M-V/def2-TZVPD.

Summary:
E_HOMO (spin up / spin down): -4.920 / -8.067 eV
energy above the lowest of the compared OMol25 structures with the same formula, charge and spin: 6.1 kcal per mole
2S+1: 4

Geometry (Å):
Ti1 0.80279 -0.46196 -0.24664
C1 -0.28499 3.69209 0.30549
C2 0.56258 2.67991 -0.03604
N1 0.58694 1.48772 0.61640
C3 -0.26674 1.42507 1.71327
C4 -1.14749 2.46222 1.99435
N2 -1.20919 3.59372 1.31093
C5 -0.14773 0.20284 2.48174
C6 -0.68692 -0.11985 3.73109
C7 -0.30229 -1.33128 4.31389
C8 0.60767 -2.17439 3.68826
C9 1.09688 -1.81146 2.42197
N3 0.65700 -0.66887 1.86561
C10 2.05931 -2.46808 1.58348
C11 2.78052 -3.61139 1.95246
N4 3.72607 -4.15836 1.22609
C12 3.98341 -3.52333 0.04461
C13 3.29325 -2.42441 -0.37044
N5 2.29679 -1.85931 0.35856
C14 -0.85239 -1.70672 5.63555
C15 -0.99537 -0.77212 6.65640
C16 -1.51617 -1.17978 7.87417
N6 -1.90098 -2.42420 8.13689
C17 -1.76543 -3.31363 7.15838
C18 -1.25176 -3.01262 5.90707
H1 -0.24851 4.62877 -0.23811
H2 1.24614 2.79015 -0.87081
H3 -1.84676 2.34619 2.81691
H4 -1.37259 0.54210 4.23873
H5 0.93896 -3.07736 4.17959
H6 2.55699 -4.07920 2.90620
H7 4.77206 -3.93531 -0.57122
H8 3.52158 -1.95580 -1.31983
H9 -0.68598 0.25564 6.52018
H10 -1.62424 -0.46287 8.68082
H11 -2.08816 -4.32499 7.38099
H12 -1.18640 -3.78064 5.14816
O1 -0.90815 0.63970 -1.38881
C19 -1.57836 1.35636 -2.12792
C20 -1.15725 1.62530 -3.55290
C21 -0.76888 3.08766 -3.79948
C22 -1.94893 4.03608 -3.98617
C23 -2.86822 4.16793 -2.77719
C24 -3.55323 2.86238 -2.38585
N7 -2.69173 1.94118 -1.66507
H13 -1.95464 1.32010 -4.23827
H14 -0.30112 0.97416 -3.72660
H15 -0.15034 3.12423 -4.69900
H16 -0.13641 3.42901 -2.97433
H17 -2.53939 3.69357 -4.84386
H18 -1.56709 5.02349 -4.25532
H19 -3.63968 4.90890 -2.99918
H20 -2.31308 4.53765 -1.91067
H21 -3.96610 2.36871 -3.27179
H22 -4.39582 3.06894 -1.72776
H23 -2.85782 1.77998 -0.68189
O2 1.73687 -0.22652 -2.09759
N8 1.94926 -0.91644 -3.18914
C25 1.02437 -1.78637 -3.64445
C26 1.26119 -2.48870 -4.80518
C27 2.44351 -2.29758 -5.50131
C28 3.37683 -1.39479 -5.00976
C29 3.11151 -0.71343 -3.84769
H24 0.14557 -1.88113 -3.01685
H25 0.50662 -3.18494 -5.14059
H26 2.63940 -2.84434 -6.41254
H27 4.31430 -1.21698 -5.51538
H28 3.76684 0.00349 -3.37813
I1 -1.08885 -2.46615 -0.62449

=====

No. 3
Computed, not measured: a molecular structure, C29H28InN9Se, with ωB97M-V/def2-TZVPD.

Summary:
E_HOMO (spin up / spin down): -4.814 / -5.174 eV
energy above the lowest of the compared OMol25 structures with the same formula, charge and spin: 0.0 kcal per mole

Geometry (Å):
In1 -0.13810 0.73642 -0.12890
Se1 -3.26885 -4.09381 5.53866
N1 -2.17273 -2.69180 5.61200
C1 -1.85828 -2.39724 4.38582
C2 -0.97121 -1.28200 4.01990
C3 -0.41507 -0.42654 4.96856
C4 0.38143 0.61000 4.54084
C5 0.60467 0.75751 3.17448
N2 0.08706 -0.06362 2.27357
C6 -0.69357 -1.06207 2.68274
C7 -1.29831 -1.91531 1.62079
N3 -0.99707 -1.60143 0.35799
C8 -1.55124 -2.29353 -0.63019
C9 -2.42057 -3.35658 -0.40069
C10 -2.71659 -3.69744 0.89871
C11 -2.14948 -2.95845 1.93684
C12 -2.44108 -3.22978 3.35411
N4 -3.21942 -4.18853 3.76010
H1 -0.63092 -0.58725 6.01686
H2 0.82168 1.30658 5.24045
H3 1.21117 1.56992 2.79224
H4 -1.29126 -1.97546 -1.63206
H5 -2.85243 -3.89058 -1.23535
H6 -3.38367 -4.51581 1.13696
C13 -2.04694 1.57844 0.72257
C14 -3.21218 1.32383 -0.02520
C15 -4.46398 1.35078 0.67966
C16 -5.65831 1.05840 0.05597
C17 -5.72576 0.76706 -1.30835
C18 -4.53078 0.74541 -2.02243
C19 -3.31115 0.98707 -1.41578
H7 -4.45217 1.59732 1.73422
H8 -6.57159 1.08509 0.64313
H9 -6.67265 0.57286 -1.79313
H10 -4.54484 0.52106 -3.08474
H11 -2.40440 0.94060 -2.01074
N5 0.63098 0.60383 -3.67730
C20 0.46977 0.72619 -5.00994
C21 -0.36794 -0.29284 -5.39729
C22 -0.66063 -0.97448 -4.19671
N6 -0.04676 -0.42034 -3.16096
H12 1.16245 1.18608 -3.04616
H13 0.94640 1.51556 -5.56638
H14 -0.72759 -0.50369 -6.38955
H15 -1.29953 -1.83264 -4.05263
C23 4.20091 -2.80346 2.16713
C24 2.88399 -3.08073 1.47331
N7 2.41977 -1.86908 0.83099
C25 3.20257 -0.84159 0.37000
N8 2.62243 0.11818 -0.26260
C26 3.43541 1.19142 -0.79453
C27 4.70154 1.41292 0.01631
C28 5.43803 0.09326 0.12514
N9 4.54586 -0.92119 0.66296
C29 5.13713 -2.14618 1.17318
H16 4.63432 -3.73107 2.54241
H17 4.04102 -2.12831 3.01113
H18 2.12665 -3.40662 2.18874
H19 3.01851 -3.89105 0.74696
H20 1.44924 -1.79548 0.56827
H21 2.82576 2.10005 -0.80877
H22 3.70963 0.97708 -1.83650
H23 4.43496 1.76014 1.01806
H24 5.34425 2.16432 -0.44604
H25 6.29822 0.16998 0.79307
H26 5.81523 -0.20469 -0.86180
H27 6.08482 -1.88342 1.64514
H28 5.36309 -2.84664 0.35731

=====

Q: energy above the lowest of the compared OMol25 structures with the same formula, charge and spin of number 3 (C29H28InN9Se)?
A: 0.0 kcal per mole

=====

Q: energy above the lowest of the compared OMol25 structures with the same formula, charge and spin of number 2 (C29H28IN8O2Ti)?
A: 6.1 kcal per mole

=====

Q: Look up the energy above the lowest of the compared OMol25 structures with the same formula, charge and spin of the first one.
A: 0.0 kcal per mole